[1]
DFT (ωB97M-V with the def2-TZVPD basis set) results for a 6-piece molecular cluster, C23H38BClN2O18 overall in a non-equilibrium geometry.

Output
energy above the lowest of the compared OMol25 structures with the same formula, charge and spin = 0.0 kJ/mol
lowest unoccupied orbital energy = 0.171 eV
spin multiplicity = 1
orbital gap = 8.75 eV

Geometry as XYZ:
```
83
Properties=species:S:1:pos:R:3:lowdin_charge:R:1
C 3.839 0.074 3.647 -0.07
N 2.746 0.921 3.172 -0.12
C 3.170 1.949 2.221 -0.07
B 1.590 0.229 2.627 -0.76
O 1.537 -0.388 1.429 0.22
N 0.254 0.307 3.339 -0.28
Cl 0.144 -0.920 4.548 0.75
C -0.871 0.260 2.463 -0.62
O -1.539 -0.704 2.179 0.10
O -1.146 1.506 1.965 0.09
H 4.283 -0.538 2.847 0.08
H 3.465 -0.606 4.420 0.08
H 4.612 0.703 4.096 0.09
H 3.892 1.582 1.479 0.09
H 3.611 2.805 2.745 0.09
H 2.289 2.325 1.689 0.06
H 2.343 -0.295 0.898 0.09
H -0.350 1.888 1.561 0.09
C 2.320 -3.773 -3.157 -0.01
C 3.036 -2.531 -2.701 -0.31
C 4.549 -2.574 -2.770 -0.06
O 4.927 -1.704 -1.684 0.08
C 3.931 -1.718 -0.786 -0.56
O 3.994 -1.261 0.318 0.14
O 2.837 -2.305 -1.285 0.10
H 1.242 -3.623 -3.142 0.07
H 2.616 -4.014 -4.176 0.09
H 2.559 -4.609 -2.497 0.10
H 2.657 -1.657 -3.229 0.13
H 4.955 -2.202 -3.706 0.14
H 4.940 -3.573 -2.564 0.14
C -1.294 0.581 -4.789 -0.02
C 0.201 0.625 -4.944 -0.31
C 0.730 1.097 -6.284 -0.08
O 1.971 0.382 -6.391 0.07
C 1.852 -0.754 -5.674 -0.57
O 2.624 -1.661 -5.707 0.15
O 0.758 -0.710 -4.891 0.08
H -1.563 0.299 -3.772 0.08
H -1.730 1.559 -5.001 0.09
H -1.730 -0.159 -5.456 0.08
H 0.660 1.203 -4.136 0.15
H 0.923 2.165 -6.331 0.14
H 0.079 0.800 -7.109 0.14
C -2.238 -2.592 -0.408 -0.02
C -2.688 -3.234 -1.695 -0.32
C -1.733 -4.258 -2.281 -0.09
O -1.966 -4.131 -3.691 0.07
C -2.414 -2.879 -3.927 -0.56
O -2.492 -2.371 -4.999 0.15
O -2.740 -2.268 -2.767 0.08
H -3.001 -1.921 -0.018 0.09
H -2.037 -3.358 0.341 0.10
H -1.330 -2.011 -0.570 0.09
H -3.690 -3.658 -1.594 0.16
H -1.928 -5.278 -1.966 0.14
H -0.691 -4.000 -2.075 0.12
C -2.023 3.693 -0.010 -0.02
C -0.602 4.184 -0.113 -0.31
C -0.196 4.747 -1.463 -0.08
O 1.202 4.432 -1.527 0.07
C 1.423 3.348 -0.755 -0.56
O 2.420 2.706 -0.726 0.17
O 0.332 3.089 0.013 0.04
H -2.255 3.365 1.002 0.08
H -2.714 4.493 -0.279 0.10
H -2.178 2.848 -0.681 0.10
H -0.376 4.898 0.683 0.16
H -0.334 5.820 -1.555 0.14
H -0.707 4.237 -2.283 0.14
C -3.285 0.083 5.224 -0.03
C -3.104 0.624 6.616 -0.32
C -4.059 0.075 7.659 -0.09
O -4.189 1.172 8.569 0.06
C -3.946 2.316 7.882 -0.57
O -4.170 3.408 8.289 0.17
O -3.418 2.030 6.673 0.09
H -2.522 0.475 4.558 0.05
H -3.213 -1.004 5.227 0.09
H -4.257 0.376 4.825 0.10
H -2.067 0.507 6.944 0.15
H -3.686 -0.798 8.185 0.14
H -5.041 -0.143 7.231 0.14
```

---

[2]
DFT (ωB97M-V with the def2-TZVPD basis set) results for C22H25GeN3O4Pt as an isolated structure.

Output
energy above the lowest of the compared OMol25 structures with the same formula, charge and spin = 0.0 kJ/mol
lowest unoccupied orbital energy (spin up / spin down) = -0.373 / -1.356 eV
spin multiplicity = 5
orbital gap (spin up / spin down) = 6.45 / 7.01 eV

Geometry as XYZ:
```
56
Properties=species:S:1:pos:R:3:lowdin_charge:R:1
Pt -1.913 2.420 -0.104 1.34
C 5.801 -0.891 4.116 -0.08
O 5.771 -2.133 3.436 -0.08
C 5.164 -2.171 2.224 -0.28
C 5.112 -3.428 1.609 0.00
C 4.502 -3.578 0.390 -0.02
C 3.885 -2.480 -0.244 -0.31
C 3.982 -1.217 0.361 -0.01
C 4.615 -1.062 1.584 -0.02
N 3.213 -2.724 -1.412 0.07
N 2.480 -1.760 -1.923 0.06
C 1.318 -1.415 -1.401 -0.25
C 0.691 -2.065 -0.301 0.01
C -0.386 -1.506 0.354 0.01
C -0.906 -0.258 -0.021 -0.36
O -1.866 0.346 0.626 -0.15
C -0.396 0.321 -1.225 -0.16
N -1.000 1.470 -1.643 -0.08
C -0.670 2.008 -2.804 -0.11
C 0.319 1.453 -3.613 -0.03
C 0.997 0.336 -3.175 0.02
C 0.645 -0.258 -1.961 -0.08
H 6.267 -1.084 5.078 0.09
H 4.792 -0.502 4.274 0.10
H 6.393 -0.153 3.569 0.09
H 5.558 -4.270 2.121 0.12
H 4.451 -4.545 -0.093 0.11
H 3.558 -0.355 -0.135 0.11
H 4.676 -0.077 2.024 0.10
H 1.095 -3.014 0.025 0.11
H -0.847 -2.011 1.193 0.12
H -1.215 2.896 -3.094 0.12
H 0.544 1.911 -4.565 0.11
H 1.802 -0.098 -3.754 0.12
C -5.042 -0.535 0.297 -0.22
Ge -4.552 0.491 -1.291 0.71
C -6.181 0.967 -2.266 -0.24
C -3.448 -0.658 -2.430 -0.21
C -3.688 2.183 -0.909 -0.35
H -5.157 -1.582 0.011 0.02
H -5.980 -0.181 0.724 0.02
H -4.253 -0.458 1.043 0.00
H -6.761 0.078 -2.515 0.02
H -5.933 1.489 -3.192 0.02
H -6.805 1.625 -1.660 0.02
H -4.093 -1.236 -3.093 0.02
H -2.870 -1.356 -1.823 0.02
H -2.758 -0.080 -3.046 0.01
H -4.291 3.092 -0.853 -0.03
C -0.796 3.953 3.394 0.02
C -1.100 3.457 2.021 -0.69
O -0.218 2.986 1.264 -0.08
O -2.319 3.493 1.600 -0.15
H 0.242 4.268 3.456 0.09
H -0.958 3.132 4.094 0.10
H -1.470 4.764 3.659 0.09
```

---

[3]
DFT (ωB97M-V with the def2-TZVPD basis set) results for a 2-piece molecular cluster, C6H15N overall in a non-equilibrium geometry.

Output
energy above the lowest of the compared OMol25 structures with the same formula, charge and spin = 395.9 kJ/mol
lowest unoccupied orbital energy = 0.851 eV
spin multiplicity = 1
orbital gap = 9.76 eV

Geometry as XYZ:
```
22
Properties=species:S:1:pos:R:3:lowdin_charge:R:1
C 3.895 -0.250 -1.632 -0.32
C -0.772 0.835 0.487 -0.18
C -0.757 -0.295 1.526 -0.26
C -2.204 -0.552 1.904 -0.24
C -3.010 0.580 1.180 -0.24
C -2.253 0.686 -0.080 -0.23
H 5.139 -0.418 -3.319 0.15
H 3.774 -1.860 -2.918 0.12
H 2.911 0.186 -1.650 0.02
H 3.780 -1.088 -0.755 0.10
H 4.899 0.502 -1.580 0.13
H -0.770 1.820 1.040 0.12
H 0.030 0.630 -0.203 0.08
H -0.349 -0.024 2.665 0.14
H -0.100 -1.218 1.298 0.12
H -2.315 -0.668 3.048 0.12
H -2.630 -1.546 1.481 0.12
H -3.031 1.520 1.672 0.09
H -4.051 0.237 1.064 0.11
H -2.542 1.384 -0.992 0.15
H -2.320 -0.252 -0.558 0.08
N 4.026 -0.746 -2.943 -0.20
```

---

[4]
DFT (ωB97M-V with the def2-TZVPD basis set) results for a 11-piece molecular cluster, C24H40BN11O4 overall in a non-equilibrium geometry.

Output
lowest unoccupied orbital energy = 0.058 eV
spin multiplicity = 1
orbital gap = 9.47 eV

Geometry as XYZ:
```
80
Properties=species:S:1:pos:R:3:lowdin_charge:R:1
C 3.421 -0.394 -2.568 -0.09
N 2.104 0.000 -2.045 -0.08
C 1.793 1.367 -2.507 -0.07
B 1.036 -0.900 -2.396 -0.52
O 1.070 -1.830 -3.407 0.18
C -0.290 -0.932 -1.465 -0.32
O -0.168 -1.227 -0.296 0.11
O -1.551 -0.774 -1.963 0.03
C -1.713 0.263 -2.911 -0.27
O -3.075 0.223 -3.243 -0.02
H 3.742 -1.336 -2.125 0.09
H 3.445 -0.490 -3.663 0.09
H 4.139 0.385 -2.303 0.07
H 1.972 1.462 -3.582 0.06
H 0.761 1.639 -2.267 0.08
H 2.436 2.085 -1.983 0.09
H 1.482 -1.446 -4.194 0.11
H -1.089 0.094 -3.801 0.12
H -1.468 1.233 -2.460 0.11
H -3.180 0.628 -4.112 0.10
C -0.424 3.917 -5.082 -0.08
C 0.100 2.597 -5.389 -0.27
N 0.492 1.538 -5.597 0.14
H -1.168 3.837 -4.290 0.04
H 0.364 4.590 -4.748 0.08
H -0.902 4.365 -5.949 0.06
C -0.302 -0.493 2.828 -0.05
C 0.473 -1.044 3.925 -0.27
N 1.088 -1.474 4.794 0.13
H -0.170 0.586 2.765 0.05
H -0.003 -0.920 1.872 0.06
H -1.365 -0.697 2.964 0.09
C -0.480 7.192 -8.326 -0.07
C -0.746 7.119 -6.897 -0.28
N -0.959 7.061 -5.771 0.14
H 0.179 8.030 -8.545 0.08
H -0.002 6.277 -8.670 0.08
H -1.409 7.328 -8.877 0.08
C -4.398 -3.151 -2.868 -0.07
C -5.594 -2.869 -3.647 -0.29
N -6.537 -2.646 -4.261 0.12
H -3.809 -2.243 -2.736 0.06
H -4.663 -3.537 -1.886 0.08
H -3.779 -3.891 -3.372 0.08
C -1.172 -4.265 5.170 -0.08
C -2.210 -5.054 5.813 -0.28
N -3.035 -5.669 6.321 0.13
H -1.430 -4.064 4.131 0.08
H -1.036 -3.312 5.678 0.07
H -0.219 -4.790 5.186 0.09
C -0.769 2.878 5.126 -0.07
C -0.103 3.025 3.840 -0.29
N 0.421 3.129 2.825 0.14
H -1.842 2.754 4.987 0.08
H -0.384 2.006 5.653 0.08
H -0.598 3.758 5.743 0.08
C 7.481 1.172 -0.528 -0.07
C 6.973 0.120 -1.396 -0.27
N 6.572 -0.714 -2.075 0.14
H 8.558 1.273 -0.646 0.08
H 7.014 2.125 -0.774 0.08
H 7.265 0.941 0.513 0.08
C -2.725 -9.230 7.131 -0.08
C -1.718 -10.176 7.589 -0.29
N -0.923 -10.919 7.950 0.12
H -3.352 -9.681 6.363 0.08
H -3.363 -8.918 7.956 0.08
H -2.261 -8.340 6.713 0.05
C -4.176 2.781 -0.517 -0.05
C -3.524 3.199 -1.746 -0.26
N -3.014 3.529 -2.718 0.16
H -5.211 2.508 -0.715 0.09
H -3.664 1.917 -0.097 0.08
H -4.159 3.588 0.213 0.08
C 4.057 0.063 6.257 -0.08
C 4.766 1.331 6.173 -0.29
N 5.322 2.332 6.107 0.12
H 4.420 -0.632 5.502 0.08
H 4.196 -0.391 7.236 0.08
H 2.990 0.203 6.094 0.05
```

---

Number 1: total energy -77504.868 eV. Number 2: total energy -95637.902 eV. Number 3: total energy -7951.663 eV. Number 4: total energy -50792.436 eV.